(1)
Molecular formula: C26H76ClN6O13
Method: DFT, ωB97M-V/def2-TZVPD

The calculation puts the HOMO energy at -5.8 eV. The value obtained for the energy relative to the best compared isomer or geometry (same formula, charge and spin) is 172.6 kJ/mol. As for the spin multiplicity: 1. As for the net charge: -1. For the LUMO energy, the calculation gives 1.757 eV. The calculation puts the total energy at -76261.752 eV.

XYZ file:
```
122
Properties=species:S:1:pos:R:3:forces:R:3
Cl 0.754144 1.561793 1.869765 3.0 1.9 -2.1
O -0.333832 1.655484 0.974773 -2.2 -0.2 -0.7
O 0.291526 1.495443 3.227985 0.3 -0.6 0.3
O 1.590411 0.459247 1.415292 -0.4 -0.6 1.4
O 1.583901 2.766270 1.647862 -0.6 -0.5 1.1
O 1.327497 -0.632299 8.881375 0.0 -0.2 0.3
H 1.925085 -0.491435 8.147014 0.2 0.0 -0.2
H 0.627669 0.006845 8.747297 -0.2 0.2 -0.1
O 5.790147 -2.588275 2.765809 0.3 -0.1 0.1
H 5.212306 -3.154550 2.254287 -0.1 -0.2 -0.2
H 5.383703 -1.723076 2.716216 -0.2 0.3 0.0
C -3.071693 -9.819489 2.447340 0.2 0.9 -0.6
C -1.738466 -9.081258 2.595419 0.1 2.2 1.6
C -1.816712 -7.757766 3.570558 -0.6 -0.9 -1.0
O -0.642992 -6.964084 3.536163 -0.6 -0.5 0.5
C -0.707005 -5.869301 4.482979 1.0 -0.6 -1.4
N -0.702706 -9.992017 3.086909 -0.1 0.5 0.5
H -2.950754 -10.509003 1.611849 0.0 -0.5 0.4
H -3.871569 -9.156125 2.118336 0.0 0.3 0.1
H -3.421661 -10.285031 3.368684 0.3 -0.3 -0.1
H -1.382623 -8.661461 1.654538 -0.2 -0.2 -0.3
H -2.059138 -8.048145 4.592817 0.2 -0.5 0.4
H -2.654682 -7.113054 3.305511 -0.3 0.0 -0.5
H 0.132477 -5.280773 4.112840 -0.2 0.5 0.5
H -0.517814 -6.192086 5.506749 -0.2 -0.1 0.0
H -1.633436 -5.301976 4.393683 -0.1 -0.1 0.0
H -0.980621 -10.180778 4.039399 -0.5 -0.9 0.4
H 0.057231 -9.381753 3.351789 0.9 0.2 -0.7
C 4.593051 -5.272659 -2.720490 0.0 0.1 -0.6
C 4.140156 -6.468571 -1.863810 1.0 2.0 -3.5
C 5.208485 -7.532888 -1.900732 -0.6 0.1 0.5
O 4.727259 -8.687402 -1.250285 0.8 -1.0 0.6
C 3.704958 -9.442418 -1.917460 0.5 1.6 1.1
N 3.846294 -5.843897 -0.635998 -0.8 -1.1 2.1
H 4.667050 -5.525846 -3.778086 0.3 0.0 0.0
H 5.503800 -4.806108 -2.345008 0.2 -0.3 -0.1
H 3.855799 -4.471681 -2.665759 -0.2 -0.1 0.0
H 3.292766 -6.848711 -2.434366 -0.5 -0.3 0.3
H 6.114987 -7.148887 -1.432873 -0.1 -0.3 0.7
H 5.544168 -7.754345 -2.913836 -0.4 -0.1 -0.5
H 2.806064 -8.835782 -1.807541 -0.4 -0.2 -0.7
H 3.526452 -10.321325 -1.297989 0.4 -0.2 -0.4
H 4.008209 -9.605391 -2.951669 -0.3 -0.4 -0.1
H 3.149475 -5.126329 -0.776133 0.1 0.3 -0.2
H 3.328481 -6.533791 -0.110625 0.1 -0.1 0.9
C 4.003933 10.254264 -0.020362 0.2 0.0 0.5
C 3.907476 8.675200 0.047939 -1.7 3.4 -1.1
C 3.903506 8.199485 -1.426267 -0.1 0.0 1.6
O 5.144841 8.527217 -2.055962 -0.8 -0.7 -0.3
C 5.087896 7.964283 -3.353693 1.7 1.3 -1.6
N 4.929261 8.159150 0.848597 1.2 -0.8 -0.1
H 3.227069 10.756050 -0.597252 -0.2 -0.4 -0.2
H 4.949589 10.628361 -0.412685 0.2 -0.4 -0.2
H 3.946306 10.710998 0.967650 -0.1 -0.4 0.3
H 2.989061 8.489617 0.604863 -0.6 -0.3 -0.8
H 3.027431 8.725400 -1.805730 0.1 -0.2 -1.0
H 3.854743 7.115569 -1.530512 -0.8 -0.1 0.3
H 6.073189 7.933574 -3.818842 0.7 -0.4 0.8
H 4.725040 8.711465 -4.059480 -1.3 -0.1 0.1
H 4.681382 6.967524 -3.524922 -0.5 0.1 0.7
H 4.644545 7.190907 0.887934 0.6 -0.6 0.6
H 5.648493 8.182081 0.139884 1.4 -0.4 0.5
C -8.713021 -0.470080 1.294846 -0.4 0.3 1.1
C -7.692488 0.484653 1.970437 -0.1 -1.5 -0.9
C -6.809307 -0.105719 3.104382 0.2 -2.2 -2.1
O -7.479596 -1.132579 3.838579 0.2 1.5 1.4
C -6.871414 -1.294301 5.131571 -0.7 -0.9 -0.7
N -6.923393 0.978073 0.802808 0.0 1.5 1.6
H -8.297929 -1.350246 0.803811 0.5 -0.1 0.4
H -9.206523 0.050829 0.474357 0.0 0.3 0.2
H -9.462636 -0.768060 2.027911 -0.1 -0.3 -0.1
H -8.189130 1.297815 2.499773 -0.4 0.4 -0.8
H -6.291896 0.660670 3.681477 -0.4 0.1 0.4
H -6.049564 -0.714624 2.614376 0.8 0.5 -0.4
H -7.623113 -1.890709 5.648606 0.2 0.4 0.7
H -6.567768 -0.355478 5.594732 -0.6 0.1 0.2
H -5.966851 -1.902467 5.128139 0.3 -0.1 -0.5
H -6.224664 0.344128 0.442274 -0.1 -0.5 0.3
H -6.410223 1.734786 1.231921 0.6 0.5 -0.7
C -2.263338 7.169027 -3.734642 0.1 0.8 -1.4
C -2.817098 6.759918 -5.131894 0.0 -1.1 1.8
C -1.602518 6.409102 -6.021810 -0.6 1.1 -0.8
O -0.736876 7.559160 -6.100530 0.0 0.5 -0.7
C -1.077405 8.552892 -7.093635 -0.2 0.0 0.6
N -3.691848 5.575979 -4.854088 1.0 -0.6 -1.4
H -1.723456 6.326470 -3.302540 -0.5 -0.2 0.2
H -3.126442 7.520909 -3.169556 0.4 -0.1 0.5
H -1.482335 7.923233 -3.831184 -0.3 0.4 0.1
H -3.485355 7.468298 -5.621515 0.5 0.5 0.1
H -1.875641 6.135733 -7.041011 -0.4 -0.1 -0.1
H -1.032606 5.554680 -5.656748 0.1 0.2 0.5
H -0.431332 9.428185 -7.026197 0.8 -0.5 0.2
H -2.030266 9.060007 -6.941981 -0.6 -0.6 0.3
H -1.060927 8.191296 -8.121778 0.1 -0.4 0.0
H -4.096355 5.536903 -3.929451 -0.1 0.8 0.2
H -2.994977 4.847928 -4.787800 -0.2 -0.8 -0.1
C -0.529672 -0.919309 -5.085269 0.4 -1.4 -0.3
C -1.824636 -1.770742 -4.966581 1.2 2.3 0.3
C -1.819183 -2.472205 -3.591023 0.0 0.6 -2.5
O -3.026442 -3.158599 -3.599852 0.3 -1.1 0.0
C -3.141141 -3.950918 -2.457306 -1.8 -0.1 -0.2
N -2.943530 -0.875798 -4.948472 -1.3 0.5 0.3
H -0.515942 -0.021973 -5.703924 -0.8 0.1 0.3
H 0.200995 -1.550665 -5.590849 0.5 -0.2 0.3
H -0.178722 -0.718076 -4.073126 0.2 0.4 -0.2
H -1.960051 -2.402024 -5.844786 0.6 -0.9 0.4
H -1.906744 -1.791538 -2.744190 0.9 0.5 -0.1
H -0.907042 -3.067999 -3.624582 0.0 -0.6 0.8
H -2.678467 -4.928613 -2.592046 0.4 0.1 0.3
H -4.220058 -4.101299 -2.419598 -0.1 -0.4 0.6
H -2.840942 -3.393356 -1.570118 0.3 -0.3 0.2
H -3.313768 -0.756926 -5.880617 0.0 0.2 -0.2
H -3.650055 -1.406171 -4.458945 -0.6 0.3 0.1
C 6.426037 4.164432 8.133651 0.6 1.5 0.2
C 5.744920 3.805693 6.808712 1.5 1.7 1.5
O 4.708979 3.025021 7.268660 -1.3 -1.3 -1.0
H 5.881655 4.899750 8.726134 -0.8 -0.2 -0.1
H 7.363707 4.715209 8.059200 0.5 -0.5 -0.5
H 6.558066 3.301100 8.785817 0.1 -0.2 -0.4
H 6.496901 3.400182 6.131844 -0.2 -0.9 -0.1
H 5.335717 4.661451 6.271740 0.1 0.5 0.2
H 4.096107 3.000507 6.530153 -0.5 -0.5 0.1
```
Forces are in eV/Å.

(2)
Molecular formula: C37H29BrF5IrN6OS
Method: DFT, ωB97M-V/def2-TZVPD

The calculation puts the HOMO energy at -7.2 eV. The value obtained for the energy relative to the best compared isomer or geometry (same formula, charge and spin) is 44.0 kJ/mol. As for the spin multiplicity: 1. As for the net charge: 0. For the LUMO energy, the calculation gives -0.808 eV. The calculation puts the total energy at -147131.620 eV.

XYZ file:
```
81
Properties=species:S:1:pos:R:3:forces:R:3
Ir 0.235210 0.014551 -0.227054 -0.2 0.0 -0.4
C -1.624891 2.482980 -0.132189 0.0 0.0 -0.2
N -1.602194 1.064432 -0.579785 0.0 0.0 0.0
C -1.956507 1.033467 -2.015468 -0.1 0.0 0.0
C -2.560701 0.362584 0.297676 0.0 -0.1 0.0
C -3.911140 0.332296 0.023574 0.0 0.0 0.0
C -4.789411 -0.317696 0.884038 0.0 0.0 0.0
C -4.282020 -0.927586 2.020025 0.0 0.0 0.0
C -2.926692 -0.892814 2.314191 0.0 0.1 0.0
C -2.026953 -0.232632 1.463684 0.1 0.0 0.0
N -0.655814 -0.222211 1.554333 0.2 0.4 0.0
C 0.136252 -0.859538 2.489139 -0.1 -0.2 -0.1
C -0.166202 -0.963981 3.852872 0.0 0.0 0.0
C 0.669915 -1.648537 4.715589 0.0 0.0 0.0
C 1.833937 -2.243379 4.251519 0.0 0.0 0.0
C 2.176666 -2.102169 2.916195 0.0 0.0 0.0
C 1.355925 -1.405335 2.044868 0.0 -0.1 0.0
N 1.788736 -1.189013 0.641346 0.1 0.2 -0.1
C 1.992557 -2.482685 -0.057605 -0.1 0.0 0.1
C 3.118977 -0.509619 0.628024 0.0 -0.1 0.0
H -2.647293 2.856702 -0.225749 0.0 0.0 0.0
H -0.951016 3.063658 -0.753628 0.0 0.0 0.0
H -1.309195 2.530550 0.906622 0.0 0.0 0.0
H -2.823335 1.665415 -2.218567 0.0 0.0 0.0
H -2.173326 0.012482 -2.320654 0.0 0.0 0.0
H -1.100707 1.411807 -2.571558 0.0 0.0 0.0
H -4.293070 0.805784 -0.871567 0.0 0.0 0.0
H -5.847012 -0.346437 0.662952 0.0 0.0 0.0
H -4.948529 -1.456154 2.690050 0.0 0.0 0.0
H -2.557073 -1.417963 3.181623 0.0 0.0 0.0
H -1.046868 -0.466737 4.233430 0.0 0.0 0.0
H 0.415677 -1.705653 5.766238 0.0 0.0 0.0
H 2.483668 -2.785394 4.924516 0.0 0.0 0.0
H 3.104270 -2.530846 2.559623 0.0 0.0 0.0
H 2.787616 -3.048194 0.430041 0.0 0.0 0.0
H 2.284079 -2.274477 -1.085526 0.0 0.0 0.0
H 1.081311 -3.072167 -0.039704 0.0 0.0 0.0
H 3.883066 -1.205890 0.979855 0.0 0.0 0.0
H 3.091315 0.362493 1.266699 0.0 0.0 0.0
H 3.337509 -0.200913 -0.391813 0.0 0.0 0.0
Br 6.298624 -4.582944 -7.082909 0.0 0.0 0.0
C 4.459709 -4.717710 -6.663644 0.0 0.0 0.0
C 4.031977 -4.425697 -5.374199 0.0 -0.1 0.0
C 2.686750 -4.490100 -5.066529 0.0 -0.3 0.1
C 1.761009 -4.851394 -6.047939 -0.1 0.5 -0.3
C 2.216332 -5.208390 -7.311532 0.0 0.2 0.0
C 3.562612 -5.122595 -7.634444 0.0 0.0 0.0
N 0.350946 -5.038134 -5.860118 0.3 -0.9 0.6
N -0.334528 -4.498660 -4.976829 -0.4 0.9 -0.7
C 0.015416 -3.277346 -4.345477 0.3 -0.2 0.3
C 0.785814 -2.270399 -4.899666 -0.2 0.0 -0.1
C 1.128164 -1.125330 -4.191446 -0.1 0.0 0.0
C 0.711200 -0.946172 -2.870901 0.0 0.0 0.1
O 1.090886 0.056326 -2.139663 -0.1 -0.1 0.0
C -0.190851 -1.925542 -2.330433 0.0 0.2 0.0
N -0.672228 -1.686257 -1.063387 0.1 -0.4 0.1
C -1.496737 -2.555625 -0.520978 0.0 0.0 -0.1
C -1.913368 -3.719046 -1.194558 0.0 0.0 0.0
C -1.443883 -3.984843 -2.445631 0.1 0.0 0.0
C -0.551745 -3.071091 -3.061325 0.1 -0.1 0.0
H 4.751277 -4.146467 -4.616842 0.0 0.0 0.0
H 2.365652 -4.285917 -4.054685 0.0 0.1 0.0
H 1.493447 -5.541001 -8.044646 0.0 0.0 0.0
H 3.907582 -5.378800 -8.626228 0.0 0.0 0.0
H 1.123128 -2.374124 -5.922850 0.1 0.0 0.0
H 1.740313 -0.355372 -4.641387 0.0 0.0 0.0
H -1.857113 -2.342338 0.473603 0.0 0.0 0.1
H -2.604466 -4.386027 -0.698654 0.0 0.0 0.0
H -1.733427 -4.874747 -2.986655 0.0 0.0 0.0
F 0.654298 5.587891 4.543606 0.0 0.0 0.0
C 0.829740 4.776372 3.502107 0.0 0.0 0.0
C 0.569816 5.215603 2.216758 0.0 -0.1 0.0
F 0.150731 6.466311 2.013643 0.0 0.0 0.0
C 0.751225 4.356611 1.146629 0.1 0.2 -0.1
F 0.514038 4.871363 -0.068512 0.0 -0.1 0.0
C 1.190569 3.042258 1.290222 0.1 -0.1 -0.2
S 1.468165 2.031061 -0.141859 0.0 0.3 0.6
C 1.467033 2.654396 2.595182 -0.1 -0.2 0.2
F 1.923484 1.420324 2.858688 0.0 0.1 -0.1
C 1.283469 3.483422 3.687907 0.0 0.0 0.0
F 1.549896 3.043843 4.919640 0.0 0.0 0.0
```
Forces are in eV/Å.

(3)
Molecular formula: C22H55N10O4P2
Method: DFT, ωB97M-V/def2-TZVPD

The calculation puts the HOMO energy at -8.6 eV. As for the spin multiplicity: 1. As for the net charge: +1. For the LUMO energy, the calculation gives -3.760 eV. The calculation puts the total energy at -65358.324 eV.

XYZ file:
```
93
Properties=species:S:1:pos:R:3:forces:R:3
C -0.246202 0.774727 -0.451685 -0.3 -0.1 0.2
C -1.650980 0.094486 -0.760761 -1.7 1.5 -3.0
O -2.315226 0.566454 -1.716381 2.1 -2.0 3.9
O -2.199254 -1.023546 -0.065902 1.3 1.9 0.2
C -1.875365 -0.967911 1.346435 0.1 0.5 1.1
C -2.795975 -1.955630 2.242053 1.3 0.6 -0.6
C -2.216038 -1.857122 3.762601 -0.5 -0.8 -0.8
C -3.210563 -1.045581 4.719808 0.6 0.4 -0.6
C -2.502621 -0.102587 5.805462 -0.6 -0.7 1.1
C -1.141078 -0.670342 6.413465 0.4 1.2 -1.2
N -1.285779 -2.005244 7.078183 1.3 -0.2 0.1
C -0.151632 -2.661594 7.375092 0.6 -0.2 0.1
N 1.174329 -2.118355 7.121110 -1.1 -5.6 2.6
C 1.987165 -3.203154 7.600724 -4.4 1.4 -0.8
N 1.167713 -4.268740 8.065690 3.6 0.9 -0.3
N -0.160447 -3.971087 7.974357 0.8 3.9 -1.8
H 0.454153 0.621079 -1.343139 -1.1 0.0 1.2
H 0.271734 0.411689 0.490287 -0.7 0.6 -1.3
H -0.430713 1.907614 -0.399573 0.2 -1.8 0.1
H -0.755056 -1.174006 1.496956 -1.6 -0.1 -0.1
H -2.029556 0.124208 1.693604 0.1 -1.6 -0.3
H -3.885724 -1.606059 2.172149 1.6 -0.8 0.1
H -2.643348 -3.008174 1.806850 -0.5 1.6 0.7
H -1.171717 -1.416029 3.657582 -1.3 -0.3 0.4
H -2.084641 -2.938403 4.140464 -0.1 1.7 -0.4
H -3.825993 -0.351674 4.037620 0.7 -1.1 1.2
H -3.913163 -1.785060 5.222501 0.8 1.0 -0.7
H -3.243905 -0.003479 6.684975 1.1 0.2 -1.3
H -2.336655 0.934708 5.373281 0.1 -1.4 0.6
H -0.406950 -0.812769 5.545073 -1.0 0.1 1.3
H -0.621878 0.064250 7.134939 -1.1 -1.1 -1.0
H -2.180258 -2.445825 7.313120 0.5 0.6 -0.3
H 3.111031 -3.088500 7.536368 -1.6 -0.9 0.4
H 1.521335 -5.164530 8.432167 -0.5 0.8 -0.3
H -0.970486 -4.551432 8.228040 1.0 0.2 -0.1
O 2.598062 1.618641 0.451673 -1.2 4.3 0.5
P 3.770370 2.199655 1.266202 3.4 -8.0 -0.8
N 4.939095 1.864724 0.045854 0.2 0.1 -1.4
C 6.316102 1.439790 0.234091 0.3 0.2 0.5
C 4.910822 2.851780 -1.038256 -0.6 0.0 -0.1
N 3.669128 0.882236 2.427341 -0.6 -0.9 1.2
C 4.487095 -0.323223 2.313538 0.6 0.2 0.1
C 2.294106 0.399168 2.664200 -0.1 0.5 -0.1
N 5.058612 2.961785 2.241494 -1.5 3.2 0.6
C 5.675734 2.434456 3.450330 -0.2 -0.6 0.4
C 4.602827 4.338421 2.543429 0.2 0.4 -0.2
H 6.966873 2.250303 0.582075 0.1 0.0 0.0
H 6.728903 1.073014 -0.711696 -0.3 0.2 -0.1
H 6.415862 0.602836 0.919786 -0.2 0.1 0.1
H 5.343086 3.807180 -0.713243 0.2 0.1 -0.1
H 3.884502 3.039726 -1.365629 0.0 -0.1 0.1
H 5.461628 2.502208 -1.915380 0.0 -0.1 0.2
H 4.441866 -0.765570 1.313442 0.0 -0.1 -0.1
H 4.172414 -1.084207 3.036568 -0.3 0.2 -0.1
H 5.526544 -0.143723 2.581983 0.1 0.1 -0.2
H 1.949948 -0.278837 1.876747 0.0 0.0 -0.1
H 1.583824 1.228468 2.724151 0.1 -0.1 -0.1
H 2.230965 -0.141027 3.613641 0.3 0.0 0.1
H 4.950495 2.131929 4.210885 0.1 -0.1 0.0
H 6.324526 3.188987 3.909662 -0.2 0.3 -0.4
H 6.352952 1.612176 3.223750 -0.3 -0.2 -0.1
H 3.763671 4.325837 3.249209 0.1 0.2 0.1
H 4.266394 4.836208 1.627364 -0.1 0.0 0.0
H 5.405273 4.953104 2.959545 0.0 -0.2 0.0
O -1.171704 -1.459016 -6.686637 -1.9 -3.6 -2.1
P -2.632701 -1.000096 -6.859294 3.0 7.6 3.7
N -2.224343 0.291831 -7.925911 0.8 0.4 -1.3
C -2.843682 1.603547 -8.001488 -0.6 0.0 0.2
C -1.973669 -0.172882 -9.292636 0.3 -0.5 0.2
N -2.702017 -0.454392 -5.192122 -0.1 -0.1 1.4
C -2.426287 0.932525 -4.812646 -0.5 0.4 0.0
C -1.908376 -1.283523 -4.261664 -0.1 -0.5 -0.2
N -4.357092 -0.580879 -7.069811 -1.4 -3.2 -1.2
C -5.233207 0.052421 -6.094458 0.1 0.1 0.7
C -5.037012 -1.808474 -7.541680 -0.1 0.0 -0.4
H -3.834518 1.579065 -8.470601 -0.1 0.0 0.0
H -2.218724 2.281070 -8.593647 0.1 -0.3 -0.1
H -2.935157 2.089667 -7.034167 -0.1 -0.2 0.1
H -2.910703 -0.453219 -9.792438 0.0 0.1 -0.2
H -1.317341 -1.047578 -9.290908 -0.1 0.0 0.1
H -1.475594 0.593035 -9.893484 -0.1 0.1 0.2
H -1.489392 1.302997 -5.242344 0.1 0.1 -0.1
H -2.368746 1.048733 -3.722179 0.1 -0.4 -0.5
H -3.239334 1.603498 -5.086526 0.0 0.1 -0.3
H -0.842105 -1.037705 -4.291235 0.1 0.0 -0.1
H -2.011264 -2.348218 -4.488727 0.1 0.2 -0.1
H -2.248717 -1.145239 -3.234790 -0.2 0.2 -0.2
H -5.226488 -0.442904 -5.119601 0.1 0.2 0.0
H -6.270399 0.045338 -6.449715 0.2 -0.3 -0.4
H -5.003443 1.111025 -5.983218 0.3 -0.1 0.2
H -5.083472 -2.560154 -6.744299 -0.2 -0.1 -0.1
H -4.490824 -2.244344 -8.385426 0.1 0.0 0.0
H -6.051628 -1.604560 -7.894616 0.1 0.1 0.1
```
Forces are in eV/Å.

> Look up the LUMO energy of the first one.

1.757 eV

> What is the net charge in the first record?

-1

> Which value of net charge does entry 2 give?

0

> LUMO energy of number 1 (C26H76ClN6O13)?

1.757 eV